[1]
{
  "formula": "C21H64N4O11",
  "method": "wB97M-V/def2-TZVPD",
  "lumo_energy_ha": -0.01313,
  "orbital_gap_ha": 0.3045,
  "smiles": "NC(N)=O.NC(N)=O.CC(C)O.CC(C)O.CC(C)O.CC(C)O.CC(C)O.CO.CO.CO.CO",
  "symbols": ["C", "O", "H", "H", "H", "H", "C", "O", "H", "H", "H", "H", "C", "O", "H", "H", "H", "H", "C", "O", "H", "H", "H", "H", "C", "O", "N", "N", "H", "H", "H", "H", "C", "O", "N", "N", "H", "H", "H", "H", "C", "C", "C", "O", "H", "H", "H", "H", "H", "H", "H", "H", "C", "C", "C", "O", "H", "H", "H", "H", "H", "H", "H", "H", "C", "C", "C", "O", "H", "H", "H", "H", "H", "H", "H", "H", "C", "C", "C", "O", "H", "H", "H", "H", "H", "H", "H", "H", "C", "C", "C", "O", "H", "H", "H", "H", "H", "H", "H", "H"],
  "coordinates": [[-0.551, -0.129, -0.095], [-0.107, -0.868, -1.173], [-1.016, -0.760, 0.608], [-1.335, 0.625, -0.416], [0.235, 0.332, 0.556], [0.085, -0.282, -1.830], [-1.300, -2.536, -3.291], [-2.188, -3.338, -4.121], [-1.047, -2.949, -2.323], [-1.677, -1.516, -3.198], [-0.327, -2.498, -3.739], [-3.035, -2.927, -4.097], [1.135, 2.629, -0.872], [2.098, 3.632, -0.946], [1.194, 2.070, 0.039], [1.131, 1.878, -1.714], [0.090, 2.961, -0.958], [1.666, 4.396, -0.617], [-0.496, 1.101, -3.729], [0.590, 0.231, -3.768], [-0.126, 2.126, -3.630], [-1.152, 0.926, -2.846], [-1.069, 1.150, -4.630], [1.045, 0.244, -4.570], [1.967, -4.000, -2.357], [3.026, -4.401, -3.114], [1.720, -2.702, -2.268], [1.264, -4.800, -1.691], [2.245, -2.051, -2.775], [0.942, -2.223, -1.744], [1.512, -5.784, -1.876], [0.505, -4.501, -1.113], [-2.982, 1.703, 1.586], [-2.315, 0.974, 2.545], [-4.199, 1.384, 1.163], [-2.522, 2.729, 0.942], [-4.723, 0.566, 1.424], [-4.653, 2.084, 0.549], [-1.629, 3.164, 1.126], [-3.076, 3.158, 0.181], [0.411, 2.702, 2.700], [0.007, 4.099, 2.300], [1.221, 5.131, 2.413], [-0.377, 4.235, 1.106], [1.184, 2.761, 3.451], [0.865, 2.085, 1.931], [-0.453, 2.262, 3.071], [-0.747, 4.391, 3.027], [2.031, 4.933, 1.755], [1.613, 5.045, 3.391], [0.897, 6.136, 2.211], [-0.083, 5.016, 0.677], [-3.413, -1.395, -0.306], [-4.461, -0.642, -1.183], [-3.839, 0.393, -2.090], [-5.160, -1.386, -1.857], [-3.128, -0.735, 0.483], [-2.539, -1.708, -0.925], [-3.838, -2.324, 0.157], [-5.041, -0.201, -0.421], [-3.065, -0.040, -2.737], [-3.299, 1.064, -1.431], [-4.595, 1.004, -2.595], [-5.396, -2.121, -1.313], [-1.141, -1.336, 4.849], [-1.592, -2.646, 4.111], [-1.378, -2.457, 2.621], [-0.965, -3.678, 4.364], [-0.053, -1.396, 5.017], [-1.738, -1.171, 5.745], [-1.309, -0.414, 4.269], [-2.611, -2.834, 4.188], [-1.913, -3.290, 2.042], [-0.341, -2.413, 2.303], [-1.891, -1.578, 2.302], [-0.071, -3.506, 4.065], [4.788, 0.736, -3.298], [3.829, 1.311, -2.248], [3.241, 0.179, -1.435], [4.313, 2.119, -1.450], [5.500, 1.492, -3.526], [4.327, 0.579, -4.290], [5.327, -0.054, -2.943], [3.021, 1.809, -2.751], [4.037, -0.244, -0.793], [2.856, -0.585, -2.017], [2.482, 0.368, -0.706], [3.636, 2.771, -1.171], [2.135, -2.001, 1.157], [2.744, -1.006, 2.086], [1.836, -0.756, 3.217], [3.819, -1.488, 2.572], [2.373, -1.999, 0.131], [1.099, -1.879, 0.935], [2.206, -3.040, 1.546], [2.913, -0.073, 1.605], [2.207, -0.179, 4.084], [1.446, -1.662, 3.571], [0.958, -0.149, 2.968], [4.190, -2.033, 1.847]],
  "forces_ev_per_angstrom": [[-0.5, 2.0, 1.3], [-0.5, -2.4, 2.1], [-0.7, -0.9, 0.5], [1.0, -0.5, 0.5], [-0.2, 0.0, -1.0], [1.2, 2.2, -3.2], [-0.5, -0.3, -1.0], [1.7, 0.1, 0.8], [-0.9, -0.4, 0.5], [0.0, -0.2, 0.2], [0.3, 0.1, -0.8], [-1.0, 0.4, 0.1], [-2.0, -1.9, -1.4], [0.3, -0.5, -0.8], [0.2, -0.2, 0.5], [1.0, 0.9, 0.7], [0.3, 0.6, 0.3], [-0.1, 1.3, 0.4], [0.0, 1.7, 0.5], [-0.9, -1.0, 2.5], [0.0, 0.2, 0.3], [0.5, -0.3, -0.7], [-0.7, -0.6, -0.6], [1.0, 0.2, -2.0], [7.9, 1.7, -5.8], [-4.5, 1.2, 3.0], [-2.3, 1.8, 1.5], [-2.1, -4.8, 2.0], [1.0, 0.2, -0.9], [1.1, -1.3, -0.6], [-0.6, 0.9, 0.6], [-0.2, -0.3, 0.1], [2.3, -4.9, 5.1], [-3.0, 3.5, -4.6], [-2.2, 0.5, -0.7], [1.0, 2.6, -1.7], [0.3, 0.2, 0.3], [0.2, -1.3, 0.8], [-0.3, -0.2, -0.2], [0.7, -0.5, 1.0], [1.4, 0.5, -0.4], [5.3, 1.8, 6.5], [-1.5, -1.2, 1.0], [-3.4, -0.6, -7.8], [0.0, 0.0, 0.6], [-0.2, 0.1, -0.4], [-1.3, -1.5, 0.7], [-0.3, 0.4, 0.3], [0.6, -0.7, -0.9], [0.5, 0.4, 1.2], [-0.4, 0.6, 0.1], [0.1, 1.0, -0.3], [0.2, -0.8, -1.2], [6.6, 4.7, 5.2], [0.6, 0.8, 1.0], [-6.0, -6.8, -6.7], [0.5, 0.1, 0.5], [-0.5, 0.2, 0.6], [0.0, 0.7, -0.4], [-1.0, 1.6, 1.0], [-0.7, 0.0, -0.2], [0.3, 0.4, 0.1], [0.2, -0.4, -0.3], [-0.7, -1.1, 0.1], [-0.4, 0.0, -0.3], [-2.5, 8.4, -3.8], [-2.1, -0.3, -1.9], [5.4, -8.4, 3.9], [-0.5, 0.0, 0.4], [0.5, -0.3, 0.4], [0.0, -0.5, -0.2], [-2.2, 0.0, 0.8], [1.0, 0.7, 0.8], [0.2, 0.0, 0.2], [-0.1, 1.0, -0.4], [0.6, -0.7, 0.2], [-1.5, 2.5, -1.2], [-4.3, -6.2, -4.9], [1.1, -0.8, 1.1], [4.7, 7.6, 6.3], [0.8, 0.9, 0.0], [-0.1, -0.6, 0.7], [1.2, -2.5, 0.8], [-0.9, 0.0, -1.2], [0.1, 0.0, -0.5], [-0.5, -1.5, -1.2], [-0.7, 0.9, 0.3], [0.8, -0.3, 0.0], [-1.6, -1.4, -0.3], [-5.2, 2.0, -1.6], [-1.7, 2.3, 1.2], [7.1, -3.4, 1.4], [1.8, 0.1, -1.2], [-1.3, 0.4, 0.7], [0.2, 0.6, 0.0], [0.1, 1.3, -1.0], [0.7, -0.5, -0.4], [-0.4, -1.4, 0.7], [-0.1, -0.2, -0.5], [0.5, 0.3, 1.0]],
  "lowdin_charge": [-0.15, -0.11, 0.03, 0.10, 0.08, -0.02, -0.14, -0.09, 0.05, 0.05, 0.06, 0.04, -0.17, -0.06, 0.04, 0.08, 0.09, 0.06, -0.15, -0.09, 0.08, 0.07, 0.09, 0.07, -0.67, -0.13, 0.16, 0.18, 0.07, 0.08, 0.15, 0.11, -0.59, -0.11, 0.15, 0.19, 0.11, 0.13, 0.05, 0.14, -0.02, -0.54, 0.00, -0.04, 0.09, 0.06, 0.04, 0.15, 0.07, 0.07, 0.08, 0.11, -0.01, -0.66, -0.01, 0.06, 0.02, 0.08, 0.10, 0.09, 0.06, 0.05, 0.10, 0.11, -0.01, -0.62, -0.05, 0.04, 0.07, 0.07, 0.05, 0.13, 0.11, 0.05, 0.03, 0.11, 0.00, -0.64, -0.04, 0.04, 0.07, 0.09, 0.05, 0.12, 0.11, 0.02, 0.04, 0.09, -0.04, -0.63, -0.05, 0.03, 0.04, 0.04, 0.12, 0.12, 0.11, 0.04, 0.07, 0.13]
}

---

[2]
{
  "formula": "C2HBr2F",
  "method": "wB97M-V/def2-TZVPD",
  "lumo_energy_ha": [-0.04913, -0.05857],
  "orbital_gap_ha": [0.2680, 0.2683],
  "symbols": ["C", "C", "F", "Br", "Br", "H"],
  "coordinates": [[1.221, -0.366, 0.291], [-0.795, 0.701, -0.852], [-0.558, 1.941, -0.365], [1.445, -2.023, -0.293], [-2.327, 0.018, -0.092], [1.013, -0.271, 1.311]],
  "forces_ev_per_angstrom": [[-0.2, 1.5, -2.0], [2.1, 1.7, -0.1], [-0.7, -1.4, -0.4], [0.2, -1.2, -0.1], [-1.0, -0.3, 0.7], [-0.4, -0.3, 1.9]],
  "nbo_charge": [-0.28, 0.25, -0.35, 0.20, 0.06, 0.12]
}

---

[3]
{
  "formula": "C3H4LiMnO4",
  "method": "wB97M-V/def2-TZVPD",
  "total_charge": 3,
  "lumo_energy_ha": [-0.53870, -0.55513],
  "orbital_gap_ha": [0.3510, 0.3345],
  "multiplicity": 6,
  "symbols": ["O", "C", "C", "O", "O", "C", "Mn", "H", "H", "Li", "O", "H", "H"],
  "coordinates": [[-0.052, -0.607, 0.260], [-1.215, 0.056, 0.708], [0.739, -0.195, -0.690], [-1.821, -0.626, 1.533], [-1.429, 1.187, 0.275], [2.046, -0.845, -0.791], [-3.058, -1.014, 2.754], [2.430, -0.760, -1.810], [1.986, -1.883, -0.444], [-2.665, 2.596, 0.575], [0.601, 0.935, -1.249], [-0.261, 1.357, -0.988], [2.699, -0.201, -0.133]],
  "forces_ev_per_angstrom": [[-2.1, -0.8, 1.0], [3.0, 1.3, -2.6], [2.4, 1.9, 0.2], [0.0, -0.3, 0.1], [-0.9, -0.5, 0.7], [-0.1, -0.4, 0.0], [-1.7, -1.2, 2.0], [0.0, 0.0, 0.1], [0.3, 0.3, 0.0], [-0.1, 0.7, -0.3], [-1.1, -0.4, -0.4], [0.7, 0.0, -0.3], [-0.4, -0.6, -0.4]],
  "mulliken_spin": [-0.01, 0.04, 0.00, 0.13, 0.02, 0.00, 4.82, 0.00, 0.00, 0.00, 0.00, 0.00, 0.00]
}

---

[4]
{
  "formula": "C4H12",
  "method": "wB97M-V/def2-TZVPD",
  "lumo_energy_ha": 0.03829,
  "orbital_gap_ha": 0.4729,
  "smiles": "CC.CC",
  "symbols": ["C", "C", "H", "H", "H", "H", "H", "H", "C", "C", "H", "H", "H", "H", "H", "H"],
  "coordinates": [[0.960, -0.377, -2.520], [0.711, 1.129, -2.647], [2.012, -0.607, -2.646], [0.603, -0.797, -1.585], [0.449, -0.898, -3.333], [-0.281, 1.395, -2.314], [0.840, 1.432, -3.690], [1.465, 1.691, -2.103], [-0.712, 0.322, 2.891], [-0.936, -1.087, 2.286], [0.260, 0.375, 3.364], [-0.806, 1.052, 2.096], [-1.398, 0.503, 3.722], [-0.740, -1.063, 1.214], [-1.968, -1.431, 2.372], [-0.255, -1.809, 2.729]],
  "forces_ev_per_angstrom": [[-0.3, 0.1, -0.6], [0.6, -0.4, -0.4], [0.2, -0.1, 0.1], [0.1, 0.0, 0.2], [-0.1, -0.1, 0.1], [-0.2, 0.2, 0.1], [-0.2, 0.0, 0.1], [-0.1, 0.1, 0.3], [-0.3, -1.0, 0.2], [0.0, 0.5, -0.1], [0.4, 0.2, -0.3], [-0.1, 0.4, 0.2], [-0.2, 0.2, -0.3], [0.2, -0.1, 0.0], [0.1, 0.0, 0.2], [-0.1, -0.2, 0.1]],
  "nbo_charge": [-0.60, -0.60, 0.20, 0.20, 0.20, 0.20, 0.20, 0.20, -0.61, -0.61, 0.20, 0.21, 0.20, 0.20, 0.20, 0.20]
}

---

Calculated electronic energy in order - -51288.9612 -144885.6388 -42859.6168 -4342.3407 eV
Calculated strongest force on any atom in order - 11.3 2.6 4.2 1.1 eV/A
Calculated energy above the lowest of the compared OMol25 structures with the same formula, charge and spin in order - 204.1 16.5 0.0 4.3 kcal per mole